[1]
This record from the OMol25 dataset describes C3H3Br2F as an isolated structure. The level of theory is ωB97M-V/def2-TZVPD.

The geometry in XYZ format:
```
9
Properties=species:S:1:pos:R:3:forces:R:3
C 1.76463 0.85646 -1.10410 0.0942 -0.2992 0.1594
C -0.14137 -0.22486 1.53146 -0.0349 0.1750 -0.5470
C -0.98467 -0.67469 0.44353 -1.8106 -1.6511 -1.0211
F -0.42043 -1.66434 -0.32165 0.3374 0.1654 0.2735
Br -0.87447 1.29978 2.16386 -0.0017 0.8725 0.6965
Br -2.04023 0.37942 -0.90049 0.5406 0.1048 0.5651
H 2.81796 1.25968 -1.05183 -0.5995 -0.5815 -0.3667
H 1.75014 -0.07948 -1.74017 0.4429 0.7887 0.3612
H -1.87156 -1.15197 0.97939 1.0316 0.4254 -0.1208
```
Positions in Å, forces in eV/Å.

Summary:
energy relative to the best compared isomer or geometry (same formula, charge and spin)	168.9	kcal per mole
HOMO-LUMO gap (alpha / beta)	0.2846 / 0.2845	Eh
energy	-5363.6908	hartree
E_HOMO (alpha / beta)	-0.347 / -0.347	hartree

***

[2]
This record from the OMol25 dataset describes a 2-piece molecular cluster, C3H3Br2F3 overall. The level of theory is ωB97M-V/def2-TZVPD.

The geometry in XYZ format:
```
11
Properties=species:S:1:pos:R:3:forces:R:3
C 0.74254 1.49227 -1.77589 2.5455 1.5703 -0.7246
C -0.99214 -0.89443 1.25850 0.9357 -2.1825 0.2958
C 0.31438 -0.77334 0.54299 0.7998 -0.2885 0.0783
F -1.43381 0.28060 1.57955 -1.0896 2.0504 0.0772
F -0.97074 -1.57813 2.50471 0.4593 0.0565 -1.1658
F 0.74942 -1.89541 -0.04632 -0.4327 -0.1088 0.0515
Br -0.91647 0.98766 -1.55688 -2.2987 -1.0750 -0.0325
Br 1.69386 0.46561 0.66286 -0.5737 -0.3648 0.9971
H 1.56661 0.85376 -2.08686 -0.6574 0.0385 -0.1393
H 0.89278 2.55935 -1.66777 0.2436 -0.2112 -0.0322
H -1.64643 -1.49794 0.58513 0.0682 0.5150 0.5945
```
Positions in Å, forces in eV/Å.

Summary:
energy relative to the best compared isomer or geometry (same formula, charge and spin)	91.9	kcal per mole
HOMO-LUMO gap (alpha / beta)	0.2776 / 0.3157	Eh
energy	-5563.5744	hartree
E_HOMO (alpha / beta)	-0.297 / -0.318	hartree

***

[3]
This record from the OMol25 dataset describes one molecule with the formula C3H3Br2N. The level of theory is ωB97M-V/def2-TZVPD.

The geometry in XYZ format:
```
9
Properties=species:S:1:pos:R:3:forces:R:3
N 0.67727 0.12965 -2.50640 -0.0642 -0.1603 -0.6971
C 0.54491 0.28975 -1.38377 0.0332 1.0813 0.9398
C 0.46585 0.43182 0.06874 -1.2588 0.2715 1.4416
Br 2.17077 -0.21265 0.76547 -0.0429 0.1366 0.1318
C -0.65346 -0.51925 0.59718 0.7553 0.9972 -0.7219
Br -2.40120 0.44761 0.26580 1.1089 -0.9926 0.0799
H 0.19742 1.41308 0.56353 0.9780 -0.6508 -1.3939
H -0.45079 -1.38339 -0.06760 -1.2829 -0.2051 1.1304
H -0.55077 -0.59663 1.69705 -0.2265 -0.4777 -0.9107
```
Positions in Å, forces in eV/Å.

Summary:
energy relative to the best compared isomer or geometry (same formula, charge and spin)	7.3	kcal per mole
HOMO-LUMO gap	0.4021	Eh
energy	-5318.8648	hartree
E_HOMO	-0.401	hartree
SMILES	N#C[C@H](Br)CBr

***

[4]
This record from the OMol25 dataset describes a 2-piece molecular cluster, C3H3Br2N overall. The level of theory is ωB97M-V/def2-TZVPD.

The geometry in XYZ format:
```
9
Properties=species:S:1:pos:R:3:forces:R:3
C -0.68649 0.61649 -3.08041 -0.0102 -0.3095 1.4958
C 0.95459 -0.15142 0.77943 -1.3327 -0.1871 0.9355
C -0.54217 -0.06917 0.46120 0.4221 0.2387 -1.0128
N -0.69975 0.37636 -1.91913 0.4284 0.0867 0.2134
Br -1.44310 1.48333 0.99334 0.2588 -0.8883 -0.2486
Br -1.45842 -1.67972 0.28379 0.1663 0.6411 0.2069
H 1.05804 -0.94767 1.63450 -0.0028 1.8553 -1.3691
H 1.34078 0.87393 0.92376 -0.1973 -0.6997 0.6319
H 1.47651 -0.50214 -0.07649 0.2675 -0.7373 -0.8531
```
Positions in Å, forces in eV/Å.

Summary:
energy relative to the best compared isomer or geometry (same formula, charge and spin)	91.5	kcal per mole
HOMO-LUMO gap	0.2447	Eh
energy	-5318.7307	hartree
E_HOMO	-0.333	hartree